<w>
24
Properties=species:S:1:pos:R:3 method="wB97M-V/def2-TZVPD" total_charge=0 homo_energy_ev=-8.97 homo_lumo_gap_ev=9.56 e_lumo_ev=0.59 smiles="N[C@@H](Cc1ccc(O)cc1)C(=O)O" multiplicity=1
N 3.353 -1.200 0.100
C 2.247 -0.299 -0.313
C 0.997 -0.671 0.608
C -0.421 -0.310 0.417
C -1.168 0.588 1.277
C -2.493 0.818 0.991
C -3.139 0.442 -0.155
O -4.443 0.903 -0.352
C -2.419 -0.508 -0.970
C -1.074 -0.956 -0.639
C 2.612 1.252 -0.369
O 3.599 1.854 -0.057
O 1.405 1.952 -0.787
H 4.285 -1.180 -0.431
H 3.566 -1.266 1.161
H 2.026 -0.552 -1.370
H 1.491 -0.515 1.638
H 1.139 -1.836 0.679
H -0.864 1.184 2.073
H -3.065 1.505 1.790
H -4.849 0.363 -0.988
H -2.912 -0.845 -1.833
H -0.723 -1.752 -1.390
H 0.848 1.025 -1.080

---

<x>
24
Properties=species:S:1:pos:R:3 method="wB97M-V/def2-TZVPD" total_charge=0 homo_energy_ev="-8.54 / -8.54" homo_lumo_gap_ev="8.67 / 8.67" e_lumo_ev="0.12 / 0.12" smiles="COC(=O)/N=C/[C@@H](O)C[C@H]1C2=C[C@H]21" multiplicity=1
C -0.114 -4.015 0.899
O -0.039 -2.609 0.708
C 1.011 -2.184 0.035
O 1.803 -2.950 -0.451
N 1.176 -0.812 0.002
C 0.752 0.131 -0.720
C 1.171 1.597 -0.689
O 0.861 2.169 -1.883
C 0.480 2.327 0.543
C -0.880 1.896 0.935
C -1.927 2.452 0.000
C -1.822 1.469 -1.004
C -1.466 0.669 0.191
H -0.924 -4.243 1.572
H 0.795 -4.580 1.422
H -0.343 -4.679 -0.021
H 0.037 -0.066 -1.635
H 2.326 1.654 -0.583
H 0.732 3.153 -1.731
H 0.529 3.321 0.161
H 1.148 2.224 1.390
H -1.011 1.937 2.040
H -2.365 1.226 -1.839
H -1.932 -0.088 0.657

---

In terms of stability, <w> leads; the second structure lies 104.0 kcal/mol higher.

---

<w>
20
Properties=species:S:1:pos:R:3 method="wB97M-V/def2-TZVPD" total_charge=0 homo_energy_ev=-9.25 homo_lumo_gap_ev=10.07 e_lumo_ev=0.82 smiles="C=C=C(C)C[C@H](C)C#N" multiplicity=1
C 1.117 -0.705 1.952
C 0.043 -0.886 1.208
C -0.912 -0.698 0.364
C -2.161 -1.521 0.278
C -0.889 0.548 -0.625
C 0.437 1.256 -0.758
C 1.473 0.466 -1.556
C 1.051 1.570 0.632
N 1.619 2.214 1.393
H 1.021 -0.285 2.943
H 2.042 -1.212 1.713
H -2.208 -2.229 1.101
H -3.041 -0.881 0.316
H -2.179 -2.077 -0.660
H -1.214 0.152 -1.591
H -1.650 1.231 -0.240
H 0.280 2.238 -1.214
H 1.608 -0.518 -1.111
H 2.424 0.995 -1.561
H 1.138 0.343 -2.585

---

<x>
20
Properties=species:S:1:pos:R:3 method="wB97M-V/def2-TZVPD" total_charge=0 homo_energy_ev=-8.53 homo_lumo_gap_ev=9.35 e_lumo_ev=0.82 smiles="[H]/N=C/C1=C(C)C12CCC2" multiplicity=1
H -3.056 2.083 1.919
N -2.172 1.666 1.695
C -2.050 0.444 1.645
C -0.781 -0.108 0.790
C -0.285 -1.197 0.263
C -0.208 -2.650 0.242
C 0.311 0.100 -0.168
C 1.674 0.715 0.005
C 1.550 1.383 -1.432
C 0.162 0.664 -1.611
H -2.449 -0.407 2.210
H 0.254 -3.024 -0.695
H -1.166 -3.093 0.655
H 0.517 -3.004 1.123
H 2.471 0.064 0.292
H 1.712 1.398 0.865
H 1.521 2.460 -1.507
H 2.411 1.295 -2.175
H -0.608 1.360 -1.685
H 0.190 -0.149 -2.432

---

In terms of stability, <w> leads; the second structure lies 62.2 kcal/mol higher.

---

<w>
20
Properties=species:S:1:pos:R:3 method="wB97M-V/def2-TZVPD" total_charge=0 homo_energy_ev=-8.21 homo_lumo_gap_ev=9.31 e_lumo_ev=1.09 multiplicity=1
C -0.701 -0.292 -1.690
C 0.370 -1.328 -1.636
C 1.036 -1.686 -0.481
C 0.664 -0.477 0.317
C 0.787 0.032 1.728
C -0.490 0.910 1.744
C -1.331 1.176 0.650
C -0.545 1.008 -0.727
H -1.638 -0.844 -1.642
H -0.791 0.147 -2.728
H 0.460 -2.128 -2.481
H 1.570 -2.757 -0.177
H -0.480 -0.746 0.495
H 0.704 -0.898 2.282
H 1.859 0.678 1.911
H -0.866 1.303 2.612
H -2.293 1.926 1.317
H -0.521 1.864 -1.380
H 1.350 1.411 0.157
N 0.857 0.699 -0.269

---

<x>
20
Properties=species:S:1:pos:R:3 method="wB97M-V/def2-TZVPD" total_charge=0 homo_energy_ev=-8.99 homo_lumo_gap_ev=9.58 e_lumo_ev=0.59 smiles="CC(C)=C/C=C(/C)C#N" multiplicity=1
C 1.880 -0.274 1.955
C 0.886 -0.077 0.916
C -0.435 0.407 1.471
C 1.105 -0.440 -0.287
C 0.206 -0.547 -1.426
C -0.701 0.365 -1.679
C -1.929 0.424 -2.492
C -0.583 1.610 -0.944
N -0.602 2.690 -0.546
H 1.645 -1.169 2.441
H 1.898 0.543 2.680
H 2.854 -0.456 1.631
H -0.576 1.458 1.400
H -0.529 0.079 2.552
H -1.244 -0.188 1.047
H 2.088 -0.782 -0.570
H 0.377 -1.353 -2.166
H -2.590 -0.189 -1.879
H -1.835 0.104 -3.451
H -2.382 1.396 -2.603

---

In terms of stability, <x> leads; the second structure lies 138.3 kcal/mol higher.